[1]
20
Properties=species:S:1:pos:R:3:forces:R:3:mulliken_charge:R:1 method="wB97M-V/def2-TZVPD" gap_ev=11.20 homo_ev=-10.607 relative_energy_kj_mol=249.7 total_energy_ha=-569.54863 smiles="C=C(C)C(C#N)(C#N)C(=O)OC"
C 1.968129 -1.968581 0.557381 0.47 3.45 0.93 -1.04
C 0.958844 -1.373380 -0.037268 -0.94 1.01 0.60 0.35
C -0.256604 -2.027709 -0.650361 1.09 -1.54 2.45 -1.25
C 0.812770 0.198020 -0.059434 -0.72 -0.87 1.64 2.37
C 0.966512 0.612098 -1.409799 -0.20 0.09 0.16 -0.28
N 1.075303 0.975233 -2.474620 0.26 0.51 -2.06 -0.49
C 1.818153 0.919929 0.729338 0.41 -0.40 0.41 -0.33
N 2.668653 1.385181 1.344487 -0.26 0.07 -0.09 -0.47
C -0.612042 0.641908 0.493515 -0.46 0.80 -0.37 0.05
O -1.169817 0.154308 1.423653 0.21 -0.42 0.53 -0.54
O -1.098671 1.644873 -0.230003 0.81 1.13 -0.89 -0.29
C -2.338049 2.309365 0.093611 -0.24 -1.49 -0.16 -0.78
H 2.639295 -1.339808 1.190023 -0.18 -0.85 -0.84 0.25
H 2.126043 -2.969884 0.441509 0.30 -2.57 0.12 0.42
H -1.096854 -1.474149 -0.240405 -0.38 -0.39 -0.45 0.31
H -0.298248 -3.111878 -0.229324 -0.07 1.83 -1.23 0.37
H -0.135959 -1.937879 -1.689486 -0.55 -0.31 -1.58 0.37
H -2.630480 3.149504 -0.542141 0.54 -0.86 -0.67 0.27
H -2.357848 2.701419 1.047343 0.90 1.03 2.33 0.36
H -3.039134 1.511421 0.241978 -1.00 -0.23 -0.83 0.33



[2]
69
Properties=species:S:1:pos:R:3:forces:R:3:mulliken_charge:R:1 method="wB97M-V/def2-TZVPD" gap_ev="5.52 / 5.22" homo_ev="-14.538 / -19.347" total_energy_ha=-1812.53427 multiplicity=6 charge=+3
Ir 0.047065 -0.274091 -0.100212 -3.70 -0.11 3.38 1.89
P -1.674812 -0.112337 -1.640293 -2.31 -0.77 -1.85 0.55
P 1.325308 -0.786186 1.766151 1.33 -1.48 2.29 0.52
N -1.620419 -0.599132 1.305504 0.12 0.44 -0.03 -0.71
C -3.166830 -0.245415 -0.571158 -0.12 -0.29 0.43 -1.04
H -3.952710 0.426301 -0.935696 0.16 -0.21 -0.05 0.31
H -3.538281 -1.276691 -0.658613 0.07 0.26 -0.11 0.53
C -2.901634 0.038309 0.898191 -0.41 0.08 0.33 -1.11
H -2.875089 1.109530 1.141655 0.08 -0.38 -0.25 0.39
H -3.678258 -0.415913 1.533264 -0.02 0.28 -0.30 0.60
C -1.290436 -0.324644 2.729313 -0.36 0.08 0.41 -1.10
H -2.106308 -0.773026 3.317612 0.34 0.20 0.12 0.60
H -1.320324 0.758050 2.914486 0.18 -0.40 -0.13 0.38
C 0.043651 -0.965112 3.075480 -0.50 -0.22 0.01 -1.04
H -0.122377 -2.042448 3.220205 0.17 0.24 0.01 0.53
H 0.411950 -0.551552 4.021623 0.03 -0.19 -0.20 0.31
C 2.463697 0.531689 2.400784 -0.20 1.02 -0.52 0.64
C 3.531048 0.944893 1.390645 0.28 0.21 -0.09 -1.44
H 3.887416 1.947888 1.660860 0.01 -0.26 -0.07 0.46
H 3.151014 0.994830 0.363850 0.10 -0.02 0.11 0.23
H 4.395420 0.268582 1.410255 -0.29 0.25 -0.06 0.38
C 2.203520 -2.409904 1.715443 -0.22 -0.18 -0.46 0.42
C 3.495288 -2.370875 0.895194 0.17 0.03 -0.24 -1.43
H 3.835948 -3.403769 0.743668 -0.08 0.28 0.04 0.51
H 4.299663 -1.833020 1.414267 -0.27 -0.20 -0.11 0.30
H 3.356678 -1.926379 -0.097005 0.09 -0.06 0.14 0.25
C -1.806521 -1.510763 -2.838989 0.34 -0.27 0.22 0.41
C -0.811142 -1.405609 -3.996793 0.26 0.01 -0.14 -1.42
H -0.808540 -2.363180 -4.534162 0.00 0.26 0.13 0.50
H 0.215490 -1.220126 -3.660415 -0.13 -0.01 -0.11 0.25
H -1.093385 -0.626276 -4.716861 0.03 -0.26 0.22 0.30
C -1.869653 1.505128 -2.523132 0.68 0.85 0.45 0.64
C -0.652504 1.883595 -3.363077 0.17 0.23 -0.22 -1.45
H -0.670518 2.969929 -3.522507 0.02 -0.26 -0.06 0.47
H -0.671269 1.402708 -4.349534 0.06 0.17 0.34 0.38
H 0.296861 1.637653 -2.873928 -0.09 0.02 -0.12 0.23
C 1.438836 -0.324680 -1.321761 4.37 1.70 -3.48 0.32
C 2.464221 -3.035162 3.088887 -0.05 0.05 0.43 -1.27
H 3.206014 -2.470028 3.666098 -0.21 -0.21 -0.19 0.25
H 1.558145 -3.135538 3.693475 0.20 -0.06 -0.04 0.34
H 2.865184 -4.045120 2.934378 -0.11 0.24 -0.02 0.47
C -3.220258 -1.763188 -3.369977 -0.40 0.12 -0.01 -1.28
H -3.202887 -2.687004 -3.962240 0.04 0.21 0.15 0.47
H -3.958154 -1.902422 -2.574537 0.06 -0.02 -0.20 0.34
H -3.565700 -0.955950 -4.026904 0.11 -0.28 0.17 0.24
C -3.158490 1.629451 -3.337171 -0.42 -0.39 -0.21 -1.45
H -3.300676 2.691714 -3.579072 0.14 -0.19 0.10 0.42
H -3.099870 1.087831 -4.290532 0.01 0.15 0.31 0.35
H -4.053372 1.302680 -2.795370 0.15 0.09 -0.21 0.35
C 3.087311 0.226837 3.763909 0.07 -0.49 0.34 -1.46
H 3.918173 -0.487255 3.688420 -0.27 0.22 -0.01 0.35
H 3.503462 1.164294 4.158036 -0.12 -0.14 -0.18 0.42
H 2.367130 -0.139791 4.504439 0.25 0.07 -0.11 0.35
H 1.778257 1.386542 2.538205 -0.01 -0.20 -0.08 0.23
H -1.940258 2.222735 -1.686744 0.04 -0.22 -0.02 0.23
H 1.476652 -3.042141 1.175138 0.14 0.06 0.15 0.46
H -1.509927 -2.371843 -2.214497 -0.11 0.13 -0.12 0.45
O 2.313355 -0.374388 -2.094976 -1.51 -0.98 1.13 -0.52
H -1.834470 -1.595822 1.297058 0.30 -0.22 -0.31 0.33
H 0.165236 -1.802880 -0.567682 0.59 -0.79 -0.77 0.22
N -0.220707 3.891242 0.970123 1.66 5.01 -0.45 -0.01
C 0.829979 4.019837 0.071664 -1.54 2.00 1.75 -0.85
C 1.076504 2.764082 -0.396675 -0.89 -2.91 0.21 -0.30
N 0.190238 1.882642 0.206162 4.67 -1.27 -4.38 0.89
C -0.581964 2.594317 1.027849 -4.07 -1.22 3.32 -1.14
H -0.662530 4.633665 1.507956 0.37 -0.09 -0.34 0.29
H 1.304855 4.958082 -0.158183 0.03 0.11 -0.01 0.45
H 1.823945 2.460677 -1.115054 -0.03 -0.09 0.01 0.45
H -1.387242 2.233942 1.663502 0.56 0.28 -0.44 0.38